(1)
# CH5OP

A 2-piece molecular cluster, CH5OP overall (ωB97M-V/def2-TZVPD, the Open Molecules 2025 dataset).

Each line ends with the Mulliken charge.
Cartesian coordinates (Å):
P1 -1.1947 0.7527 0.5079  0.4645
O1 -1.2408 1.2562 1.8934  -0.4231
C1 0.0267 -0.7168 0.6864  -0.8425
H1 0.5508 -0.7405 -0.2813  0.2196
H2 0.6852 0.7669 -2.1531  -0.1714
H3 0.8728 -0.6447 1.4363  0.2797
H4 0.7389 0.9640 -2.8525  0.1631
H5 -0.4388 -1.6378 0.7629  0.3101

Output
* E_LUMO: -0.69 eV
* Kohn-Sham gap: 8.815 eV
* DFT total energy: -457.63229 hartree
* 2S+1: 1
* SMILES string: [H][H].CP=O
* net charge: 0


(2)
# C4H16NO2

C4H16NO2 as an isolated structure (ωB97M-V/def2-TZVPD, the Open Molecules 2025 dataset).

Each line ends with the Mulliken charge.
Cartesian coordinates (Å):
O1 2.2131 0.0989 0.8036  -0.7058
O2 1.6612 -1.8865 -0.6135  -0.5180
N1 -0.3290 -0.0248 1.8617  -0.0926
C1 -1.4325 1.5998 -1.4922  -1.4726
C2 -0.8478 0.4889 -0.5707  0.9901
C3 -1.0309 0.8507 0.9591  -0.7135
C4 -1.5746 -0.8304 -0.8225  -1.2961
H1 -1.0596 -1.6421 -0.2780  0.3477
H2 -0.8362 1.9626 0.8809  0.2874
H3 -1.2088 1.2707 -2.5125  0.3872
H4 -0.6812 0.1651 2.7909  0.3261
H5 2.5582 -0.1658 -0.8853  -0.3201
H6 1.9750 -1.1200 0.0402  0.5094
H7 -1.6124 -1.0063 -1.8977  0.3940
H8 -2.1086 0.7624 1.1717  0.4959
H9 3.1001 0.4858 0.8684  0.3154
H10 -2.5079 1.6629 -1.3390  0.3789
H11 2.2178 -2.6705 -0.4921  0.3162
H12 3.2147 -0.2137 -1.3246  0.3579
H13 0.6996 0.0445 1.6497  0.2871
H14 -0.8449 2.5278 -1.3348  0.4345
H15 0.2083 0.3864 -0.7843  -0.0900
H16 -2.5715 -0.8897 -0.3669  0.3809

Output
* E_LUMO: -10.01 eV
* Kohn-Sham gap: 4.169 eV
* DFT total energy: -366.65574 hartree
* 2S+1: 1
* net charge: +1


(3)
# C6H9PS2

One molecule with the formula C6H9PS2 (ωB97M-V/def2-TZVPD, the Open Molecules 2025 dataset).

Each line ends with the Mulliken charge.
Cartesian coordinates (Å):
S1 -1.3408 -2.2381 -2.1507  -0.3326
S2 -0.1072 1.2300 2.5802  -0.0824
P1 -1.2224 -0.7791 -0.8172  0.3434
C1 1.1460 0.3921 1.6166  -0.0824
C2 -2.0748 0.8412 -1.2670  -0.9122
C3 1.1093 0.8352 0.1772  -0.5313
C4 0.9961 -0.9789 1.7622  -0.7965
C5 0.6195 -0.2200 -0.9112  -1.1269
C6 0.7159 -2.1371 1.7181  0.1272
H1 -1.5295 1.2678 -2.0618  0.3046
H2 0.5792 0.3260 -1.8379  0.5502
H3 1.2127 -1.1601 -0.9386  0.4730
H4 2.0134 0.6768 2.1703  0.4027
H5 2.0922 1.1092 -0.2256  0.3159
H6 0.4678 1.6723 0.3460  0.3356
H7 -2.0044 1.6119 -0.3840  0.2362
H8 0.4417 -3.1458 1.7029  0.4124
H9 -3.1148 0.6965 -1.4794  0.3631

Output
* E_LUMO (alpha / beta): -1.63 / -2.34 eV
* Kohn-Sham gap (alpha / beta): 7.239 / 5.806 eV
* DFT total energy: -1371.58794 hartree
* 2S+1: 1
* net charge: 0


(4)
# C17H27ClNO2

An isolated ion of composition C17H27ClNO2 and charge +1 (ωB97M-V/def2-TZVPD, the Open Molecules 2025 dataset).

Each line ends with the Mulliken charge.
Cartesian coordinates (Å):
Cl1 4.9907 -0.2484 0.9470  -0.1933
O1 -0.6050 -0.4253 -0.8666  -0.3182
O2 -1.7398 -2.7825 0.0980  -0.3221
N1 -2.6031 -0.4220 0.9382  0.4497
C1 1.1385 1.4634 -2.0963  -0.9773
C2 -3.3410 3.2935 0.2914  -1.5812
C3 -1.1085 -2.8231 -1.1669  -0.9483
C4 1.1591 -1.2443 0.5695  -0.3775
C5 -3.6050 -1.1968 0.1790  -0.6569
C6 -3.1416 -2.6699 0.1398  -0.6117
C7 1.6165 0.5012 -1.0496  0.0695
C8 2.4695 -1.2012 1.0062  -0.9421
C9 2.9290 0.5352 -0.5999  -0.7207
C10 3.3544 -0.3108 0.4134  0.0919
C11 -2.9324 0.9943 1.2845  0.0914
C12 -0.9479 -1.4342 -1.8126  -0.5578
C13 0.5209 2.7032 -1.5070  -0.2197
C14 -2.9578 1.8434 0.0133  0.5052
C15 0.5660 3.0588 -0.2371  -0.8343
C16 0.7401 -0.4050 -0.4531  0.4905
C17 -1.8808 1.4662 2.2768  -1.3711
H1 -3.9215 1.0019 1.7559  0.3919
H2 -3.6155 -3.1907 -0.6986  0.4095
H3 -1.8392 0.8139 3.1468  0.4162
H4 -4.5816 -1.1294 0.6615  0.5131
H5 2.8033 -1.8510 1.7982  0.4588
H6 -0.1245 -3.2534 -0.9682  0.3911
H7 -3.6814 -0.7808 -0.8252  0.2917
H8 -0.1906 -1.4991 -2.5990  0.6206
H9 -1.6476 -3.4798 -1.8582  0.4439
H10 -1.9726 1.8146 -0.4568  -0.3262
H11 0.3993 0.9871 -2.7458  0.2350
H12 -3.4388 -3.1693 1.0673  0.3328
H13 -2.3876 -0.9354 1.7997  0.4179
H14 -3.4658 3.8240 -0.6477  0.4258
H15 1.9776 1.7691 -2.7262  0.5358
H16 3.6241 1.2316 -1.0415  0.4787
H17 -3.6892 1.4313 -0.6833  0.3508
H18 0.1174 3.9752 0.1046  0.3835
H19 0.4612 -1.9331 1.0221  0.5724
H20 -0.9006 1.4976 1.8069  0.1865
H21 1.0771 2.4691 0.5069  0.2828
H22 0.0205 3.3329 -2.2305  0.4232
H23 -2.1210 2.4632 2.6301  0.4715
H24 -4.2785 3.3482 0.8389  0.3959
H25 -1.7143 -0.4257 0.3465  0.1544
H26 -1.8868 -1.0954 -2.2593  0.3529
H27 -2.5720 3.8032 0.8622  0.3237

Output
* E_LUMO: -2.32 eV
* Kohn-Sham gap: 9.446 eV
* DFT total energy: -1329.15279 hartree
* 2S+1: 1
* SMILES string: C=CCc1cc(Cl)ccc1OCCOCC[NH2+][C@@H](C)CC
* net charge: +1


(5)
# C5H4O

A 2-piece molecular cluster, C5H4O overall (ωB97M-V/def2-TZVPD, the Open Molecules 2025 dataset).

Each line ends with the Mulliken charge.
Cartesian coordinates (Å):
O1 -1.3412 -2.8993 -1.1288  -0.1701
C1 0.3426 0.1289 0.4604  0.4626
C2 0.2324 1.1086 -0.5685  -0.0742
C3 -0.3479 1.5661 -1.5216  -0.3974
C4 -1.4886 -1.8174 -0.8171  0.0434
C5 1.1202 0.1574 1.5512  -1.0208
H1 2.0609 0.6594 1.8246  0.3502
H2 0.6939 -0.6373 2.2164  0.2677
H3 -0.8132 2.3024 -2.2044  0.3342
H4 -0.4592 -0.5687 0.1878  0.2043

Output
* E_LUMO (alpha / beta): 0.95 / -2.39 eV
* Kohn-Sham gap (alpha / beta): 6.681 / 7.966 eV
* expectation value of S²: 2.0201
* DFT total energy: -267.89035 hartree
* 2S+1: 3
* net charge: 0


(6)
# C23H74BrN4O17P

A 16-piece molecular cluster, C23H74BrN4O17P overall (ωB97M-V/def2-TZVPD, the Open Molecules 2025 dataset).

Each line ends with the Mulliken charge.
Cartesian coordinates (Å):
Br1 0.8496 1.1164 -1.8842  -0.0313
P1 0.7403 4.8561 -2.8700  1.1993
O1 2.7639 -4.4773 2.8295  -0.4669
O2 1.1882 4.3742 -1.2933  -0.3635
O3 0.2106 -7.2210 5.0874  -0.4376
O4 -0.6990 -0.3368 4.0486  -0.4918
O5 4.5144 0.7603 -0.3408  -0.3866
O6 0.7809 6.3537 1.1098  -0.4889
O7 -5.0305 0.3866 -3.7103  -0.4230
O8 -0.3025 6.2315 -2.7161  -0.5533
O9 1.5895 -1.4982 0.8626  -0.3310
O10 -4.1710 1.4256 1.3654  -0.4536
O11 -0.3147 -3.0797 5.8363  -0.5914
O12 -4.8644 4.3701 -6.5137  -0.4032
O13 -3.2667 -6.8401 7.5224  -0.5423
O14 0.2982 -3.9583 -0.6254  -0.3832
O15 6.2879 -5.9027 3.4881  -0.4335
O16 -0.1160 8.8097 -1.7997  -0.3689
O17 4.8216 -8.7267 2.2625  -0.5099
N1 -4.4861 5.5902 -3.1528  -0.6421
N2 -0.6752 3.8553 -6.4102  -0.6322
N3 2.0105 5.4018 -3.7139  -0.8787
N4 3.3147 2.4696 -4.5035  -0.4889
C1 -0.3400 3.7405 -5.2454  -0.0535
C2 3.6929 -9.4892 2.6581  -0.4905
C3 -2.8163 3.1681 -4.0525  -0.0996
C4 -4.5690 4.3294 -2.3361  -0.7165
C5 4.0499 -3.9343 2.5725  -0.4817
C6 5.7974 1.3091 -0.6017  -0.6037
C7 7.4179 -5.7802 4.3396  -0.6376
C8 2.1811 2.0909 -4.2666  0.0713
C9 -2.2006 -7.0736 6.6130  -0.4109
C10 -2.0638 -0.1657 3.7027  -0.5277
C11 -1.6033 3.2745 -2.9989  -1.1988
C12 -5.3009 0.6632 1.7599  -0.6087
C13 -0.1288 3.3736 -3.6737  1.0827
C14 -4.1707 2.9858 -3.1487  -0.3174
C15 1.5818 -7.1434 4.7218  -0.4169
C16 -4.6301 -0.2273 -4.9259  -0.5627
C17 1.5035 7.5546 0.8769  -0.4307
C18 0.5987 10.0144 -2.0364  -0.6016
C19 0.7027 1.9963 -3.6550  0.0644
C20 0.0878 -3.7028 4.6248  -0.0294
C21 -0.3705 -3.9479 -1.8762  -0.5865
C22 2.6530 -1.7341 -0.0521  -0.2561
C23 -4.4676 4.3836 -7.8772  -0.6401
H1 -5.2166 0.4036 2.8183  0.2662
H2 3.6574 -10.4027 2.0633  0.2864
H3 -5.2120 -1.1382 -5.0879  0.2925
H4 -2.9986 4.1102 -4.6760  0.1863
H5 2.7818 -8.9103 2.4876  0.1887
H6 8.1470 -5.1031 3.8880  0.2817
H7 3.5611 -1.9857 0.5000  0.1524
H8 -1.7189 2.3714 -2.2815  0.2276
H9 -2.7782 2.2120 -4.7125  0.2127
H10 1.2731 10.2128 -1.1995  0.2644
H11 2.0881 7.4430 -0.0369  0.2217
H12 -4.4036 3.3590 -8.2520  0.2552
H13 -3.8021 4.4615 -1.4750  0.2316
H14 -1.2935 -7.3260 7.1659  0.2642
H15 7.8688 -6.7632 4.4964  0.2697
H16 -3.5375 6.0070 -3.0486  0.3083
H17 -2.4702 -7.9068 5.9627  0.2210
H18 1.8545 -0.7575 1.4253  0.2017
H19 6.0612 1.1463 -1.6496  0.2787
H20 -1.8333 4.2047 -2.3392  0.0652
H21 6.5294 0.8119 0.0359  0.2174
H22 -5.1922 4.9520 -8.4657  0.2841
H23 6.6028 -6.2635 2.6475  0.2815
H24 -3.4887 4.8576 -7.9546  0.2475
H25 -5.6021 4.2902 -1.8394  0.3120
H26 -4.8109 0.4671 -5.7475  0.2008
H27 3.7793 -9.7493 3.7163  0.2277
H28 -5.0759 2.6620 -3.7674  0.2492
H29 -1.4518 -3.9581 -1.7158  0.2659
H30 -5.7321 3.9460 -6.4734  0.2653
H31 -4.6545 5.4056 -4.1562  0.3027
H32 4.0456 -2.8636 2.7947  0.2648
H33 -0.1500 -3.7102 6.5497  0.3017
H34 -0.2224 -7.8014 4.4471  0.2578
H35 3.8866 1.2170 -0.9172  0.2118
H36 2.1000 -6.4932 5.4276  0.2583
H37 0.9569 5.0783 -0.6256  0.1526
H38 4.7800 -4.4334 3.2107  0.1625
H39 2.8196 -0.8413 -0.6579  -0.0653
H40 -2.6839 -0.2570 4.5986  0.3517
H41 4.3134 -4.0989 1.5243  0.2407
H42 -4.0048 2.1617 -2.3448  0.1506
H43 2.1767 7.7471 1.7157  0.3427
H44 2.3821 -2.5671 -0.7020  0.2919
H45 1.6688 -6.7274 3.7154  0.1134
H46 -4.1653 2.2262 1.9067  0.2751
H47 0.2257 7.0531 -2.9252  0.3019
H48 2.0971 4.8279 -4.5684  0.2558
H49 -0.1046 10.8424 -2.1536  0.2743
H50 -2.3534 -0.9218 2.9682  0.2532
H51 2.1394 -4.0171 2.2503  0.2343
H52 0.8055 8.3871 0.7598  0.1280
H53 -0.4983 -4.6117 4.4684  0.1468
H54 -3.5645 -0.4677 -4.8836  0.2471
H55 4.8281 -7.9249 2.8052  0.3189
H56 -0.0864 -3.0132 3.7970  -0.0484
H57 -2.1972 0.8266 3.2707  0.1768
H58 1.1509 -3.9469 4.6746  0.2094
H59 5.7923 2.3791 -0.3798  0.2467
H60 0.2732 6.4790 1.9224  0.2646
H61 1.1819 9.9043 -2.9513  0.2463
H62 -0.6102 -1.2236 4.4286  0.2678
H63 -2.0323 -6.1810 6.0059  0.1598
H64 -0.0809 -4.8366 -2.4382  0.2359
H65 -5.3365 -0.2506 1.1656  0.2284
H66 0.1238 1.2578 -4.3408  0.5317
H67 7.0942 -5.3745 5.2987  0.2269
H68 0.0245 -3.1612 -0.1487  0.2456
H69 2.0267 -8.1412 4.7547  0.2589
H70 -4.8600 -0.2480 -3.0010  0.2534
H71 -6.2115 1.2425 1.5878  0.2870
H72 -0.6227 8.9334 -0.9864  0.2473
H73 -3.0043 -6.1001 8.0854  0.3042
H74 -0.0849 -3.0551 -2.4390  0.2116

Output
* E_LUMO: -0.04 eV
* Kohn-Sham gap: 8.699 eV
* DFT total energy: -5333.80968 hartree
* 2S+1: 1
* net charge: 0